No. 1
{
  "formula": "C11H15FKNO4S2",
  "method": "ωB97M-V/def2-TZVPD",
  "homo_lumo_gap_ev": 7.33,
  "lumo_ha": -0.057,
  "e_homo_ev": -8.90,
  "fmax_ev_per_a": 5.95,
  "elements": ["C", "C", "C", "F", "S", "O", "O", "N", "S", "O", "O", "C", "C", "C", "C", "C", "C", "C", "C", "H", "H", "H", "H", "H", "H", "H", "H", "H", "H", "H", "H", "H", "H", "H", "K"],
  "positions_angstrom": [[-0.077287, 2.423051, -2.080977], [-1.053612, 1.242479, -2.235543], [-1.841765, 0.961309, -0.978446], [-2.646786, 2.014304, -0.656108], [-2.843146, -0.539182, -1.252273], [-3.879473, -0.629395, -0.270637], [-3.312053, -0.389522, -2.603037], [-1.813453, -1.786761, -1.259022], [-1.215805, -2.270722, 0.114178], [-1.327140, -1.361860, 1.240929], [-1.647011, -3.614151, 0.429874], [0.520301, -2.546016, -0.156253], [1.469215, -1.370086, -0.362958], [1.485352, -0.345237, 0.747102], [1.126234, -0.612366, 2.059166], [1.137716, 0.374289, 3.031544], [1.516779, 1.669007, 2.706978], [1.895282, 1.959175, 1.410371], [1.870086, 0.957661, 0.452675], [-0.393406, 3.263969, -2.682713], [-0.045117, 2.752514, -1.048309], [0.912050, 2.114900, -2.392918], [-0.557301, 0.312214, -2.483903], [-1.741719, 1.458444, -3.041956], [-1.153676, 0.806705, -0.152231], [0.872180, -3.154136, 0.669249], [0.594493, -3.172760, -1.036752], [1.310407, -0.857226, -1.301450], [2.455461, -1.830506, -0.404890], [0.779469, -1.594262, 2.333139], [0.829825, 0.143366, 4.039006], [1.490458, 2.425821, 3.471067], [2.182294, 2.957928, 1.139695], [2.168744, 1.187689, -0.555224], [0.932404, -2.950638, 3.110626]],
  "forces_ev_per_angstrom": [[-0.31, -0.52, 0.12], [-0.07, 0.50, 0.04], [0.75, -0.38, -0.17], [-0.45, 0.27, 0.04], [-1.12, 0.06, -0.99], [0.32, -0.01, 0.81], [0.28, -0.12, -0.36], [0.69, 0.74, 0.71], [-1.03, -1.00, 0.16], [0.19, 0.44, 0.17], [0.10, -0.45, 0.13], [0.55, 0.63, -0.96], [-0.06, -0.07, 0.83], [0.08, 0.47, -0.16], [0.05, 0.20, -0.05], [0.16, 0.00, -0.21], [-0.08, -0.21, 0.23], [-0.15, -0.30, 0.06], [0.19, -0.08, -0.02], [0.01, 0.20, -0.13], [0.16, 0.12, 0.20], [0.33, 0.16, -0.06], [0.25, -0.14, -0.18], [-0.25, -0.19, -0.13], [-0.04, -0.25, 0.37], [-0.10, -0.28, 0.11], [-0.16, -0.29, -0.11], [-0.21, -0.04, -0.30], [0.29, 0.11, -0.24], [-0.27, 5.04, -2.78], [-0.12, 0.01, 0.23], [0.06, 0.23, 0.08], [0.09, 0.26, -0.09], [0.00, 0.10, -0.26], [-0.13, -5.19, 2.90]]
}

No. 2
{
  "formula": "C5H9PS2",
  "method": "ωB97M-V/def2-TZVPD",
  "homo_lumo_gap_ev": 7.54,
  "lumo_ha": 0.016,
  "de_lowest_kcal_mol": 4.7,
  "e_homo_ev": -7.10,
  "fmax_ev_per_a": 3.79,
  "elements": ["C", "C", "C", "C", "C", "P", "S", "S", "H", "H", "H", "H", "H", "H", "H", "H", "H"],
  "positions_angstrom": [[-0.294988, -1.467853, 0.664370], [0.838653, -1.666687, -0.177133], [-0.628710, 1.435409, 0.751918], [-0.235760, 2.495448, -0.323432], [0.849687, -2.089114, -1.445150], [-1.099627, 0.450677, -2.116202], [-1.527596, 0.051177, -0.139483], [0.641869, 1.587891, -1.700838], [-0.180644, -0.986336, 1.710045], [-1.069962, -2.199796, 0.661038], [1.750073, -1.502478, 0.277981], [0.315471, 0.954587, 1.132789], [-1.057806, 2.166963, 1.376173], [-1.051689, 3.079191, -0.696282], [0.612355, 3.042310, 0.228214], [1.880097, -1.950372, -1.849074], [0.132311, -2.355826, -2.222304]],
  "forces_ev_per_angstrom": [[-1.70, 2.30, 1.62], [-1.66, -0.96, -0.57], [1.89, 0.00, -2.63], [3.41, -1.51, 0.64], [1.95, 0.83, -1.13], [0.07, 0.03, -0.12], [0.57, -0.12, 1.13], [-0.74, 0.54, 0.54], [0.20, -1.27, -1.69], [-0.35, -0.64, 0.05], [1.94, 0.79, 0.63], [-1.10, 0.74, -0.15], [-1.61, -0.46, 1.86], [-0.33, 0.41, -0.03], [-1.41, -0.04, -1.04], [-0.82, -0.63, -0.09], [-0.32, 0.00, 0.97]]
}

No. 3
{
  "formula": "C8H22IN2O3V",
  "method": "ωB97M-V/def2-TZVPD",
  "homo_lumo_gap_ev": [5.96, 6.62],
  "total_charge": 1,
  "lumo_ha": [-0.233, -0.209],
  "s_squared": 0.847,
  "spin_multiplicity": 2,
  "e_homo_ev": [-12.30, -12.30],
  "fmax_ev_per_a": 5.67,
  "elements": ["O", "V", "I", "C", "C", "C", "O", "C", "N", "H", "H", "H", "H", "H", "H", "H", "H", "H", "H", "H", "C", "C", "C", "O", "C", "N", "H", "H", "H", "H", "H", "H", "H", "H", "H", "H", "H"],
  "positions_angstrom": [[-2.580056, -2.256132, 1.057893], [-1.978263, -1.083478, 0.131405], [0.286370, -0.603720, 1.753320], [-0.731586, -4.917840, -1.724931], [-0.375228, -3.824321, -0.729413], [1.120432, -3.565982, -0.630070], [1.470806, -2.754626, -1.728534], [2.766729, -2.210719, -1.676972], [-1.063236, -2.547852, -1.200171], [-1.810481, -5.025000, -1.877174], [-0.438093, -5.878947, -1.297639], [-0.303674, -4.793775, -2.720231], [-0.795469, -4.056472, 0.247433], [1.680753, -4.501778, -0.557437], [1.352968, -2.986741, 0.272881], [3.030996, -1.889398, -2.681608], [3.522246, -2.894659, -1.292339], [2.759703, -1.299635, -1.064865], [-0.256740, -1.944481, -1.478254], [-1.433342, -2.684547, -2.143652], [-0.340398, 4.394083, -0.885886], [-0.121385, 3.225383, 0.068369], [0.493835, 3.735044, 1.364963], [-0.519167, 4.289431, 2.191057], [-0.660438, 3.682151, 3.458057], [-1.459848, 2.600761, 0.337349], [-0.916396, 5.171123, -0.374517], [-0.934030, 4.098544, -1.748272], [0.616276, 4.823566, -1.182005], [0.556706, 2.522118, -0.421096], [1.152642, 4.585150, 1.164571], [1.072230, 2.985352, 1.913168], [-0.763526, 2.591945, 3.429822], [-1.554132, 4.103723, 3.918945], [0.172449, 3.976745, 4.106551], [-1.778970, 3.178196, 1.126808], [-1.240697, 1.756798, 0.872486]],
  "forces_ev_per_angstrom": [[1.02, 3.54, -2.51], [0.65, -4.49, 3.39], [-1.50, -0.09, -1.26], [-0.43, -0.61, 0.20], [-0.83, -0.01, -0.52], [0.13, 0.87, 0.67], [-0.28, -0.73, -0.51], [0.39, 0.94, 0.04], [0.86, 2.15, -0.16], [-0.01, 0.27, 0.21], [0.27, 0.04, -0.23], [0.35, 0.11, 0.18], [0.11, -0.06, 0.03], [-0.05, -0.07, -0.33], [-0.14, -0.22, 0.14], [0.03, -0.22, -0.08], [-0.10, -0.19, -0.05], [0.08, -0.18, 0.19], [0.05, -0.37, 0.20], [-0.58, -0.34, 0.36], [-0.27, 0.17, 0.31], [-0.67, 0.26, -0.62], [0.41, 0.69, 0.49], [-0.38, -0.35, 0.02], [0.01, 0.59, 0.51], [0.89, -0.57, 0.76], [0.08, 0.01, 0.00], [0.20, -0.10, -0.14], [-0.06, 0.00, -0.16], [-0.12, -0.24, 0.18], [0.30, -0.30, -0.25], [-0.14, -0.16, -0.07], [0.13, 0.01, -0.17], [-0.07, -0.06, -0.12], [0.08, -0.31, -0.04], [-0.57, 0.15, -0.57], [0.14, -0.11, -0.08]]
}